(1)
C17H31N3P2W | ωB97M-V/def2-TZVPD

Each line ends with the Mulliken spin population.
Cartesian coordinates (Å):
C -0.5343 -1.0159 -3.1764  0.000
H 2.9306 0.3790 1.6081  0.004
C 2.0414 0.8524 1.1537  -0.008
H -1.3755 -3.7743 -0.6922  0.000
H 2.4741 1.7836 0.7300  0.017
H -0.3962 2.1478 -0.0884  0.025
H 1.4863 1.5196 3.1626  -0.002
H -1.8917 2.3777 0.8068  -0.002
H 1.3094 -3.3688 -3.0466  0.000
C -1.8059 1.0766 7.1944  -0.008
N -0.8653 -0.1822 4.0349  -0.062
H -2.3701 -2.7399 -1.7717  0.000
P -0.1689 1.5060 -2.1019  0.007
H -2.6524 0.2273 0.6689  -0.012
H 0.9522 3.3602 -3.1763  0.001
C -1.7057 2.3192 -2.6010  0.000
H 1.0624 -2.1703 3.7609  0.018
H -1.9746 3.0711 -1.8438  0.001
H -2.5219 1.5884 -2.6822  -0.001
H -1.5580 2.8112 -3.5699  0.000
C 1.5539 0.0414 -0.1099  -0.005
H -0.1226 0.7561 -4.3639  0.000
C -1.6497 0.3076 0.2361  0.041
C -1.0342 1.6728 0.7175  0.028
H -1.2318 -3.8999 -2.4635  0.000
C 1.0459 1.2521 2.2029  0.054
H 1.7572 -3.4776 -1.2977  -0.001
N -1.8726 0.2061 6.1933  0.087
C -0.2988 1.6387 2.0037  0.210
H 1.1173 0.8206 -0.7798  0.012
H 1.1939 3.3794 -1.4130  0.000
H 2.3890 -1.0426 3.4113  0.018
H -1.4891 -1.8041 0.5625  -0.052
C -1.2594 0.1930 5.1090  0.086
C 1.1507 2.7330 -2.3002  0.000
H -1.6322 -0.8727 -3.1510  0.000
H -0.3183 -1.7079 -4.0096  0.000
H 1.3065 0.1461 -3.4799  0.001
C 1.5928 -1.6299 2.9584  -0.055
C 1.4909 -2.8023 -2.1244  0.000
H -1.8747 0.3455 -0.8494  -0.011
C 0.2138 0.3032 -3.4207  0.003
H 1.0490 -1.9425 0.4533  -0.047
H 2.4977 -0.3046 -0.5939  -0.002
W -0.0222 -0.5944 2.4258  1.590
C -1.3779 -3.1944 -1.6259  0.002
C -0.8645 -0.9099 0.5836  0.059
H -0.7955 2.1225 2.8349  -0.010
P -0.0315 -1.9756 -1.6739  -0.001
C 0.5170 -1.1535 -0.1065  -0.012
H 2.2721 -2.0463 -2.2886  0.000
H 2.1338 2.2597 -2.4197  0.000
H 1.9998 -2.3717 2.2804  0.000
N -1.8425 1.7833 8.1290  0.023

Summary:
Charge: +2
HOMO level (alpha / beta), eV: -13.79 / -13.80
Spin multiplicity: 3
⟨S²⟩: 2.02
Energy above the lowest of the compared OMol25 structures with the same formula, charge and spin, kJ/mol: 0.0
Orbital gap (alpha / beta), eV: 6.729 / 5.481

***

(2)
C17H31N4O2S2Ti | ωB97M-V/def2-TZVPD

Each line ends with the Mulliken spin population.
Cartesian coordinates (Å):
H -1.1965 -4.0671 -1.3459  0.001
C 5.8610 1.3465 -0.8663  -0.005
H -2.9816 1.7711 -2.6598  0.003
H 0.2518 2.9341 -1.8890  -0.001
S 1.0176 -2.4975 -0.1776  -0.006
H 1.9064 -2.0101 -2.3558  -0.001
H 1.7362 0.7140 -2.7229  -0.005
H -2.1490 3.4113 -0.0731  -0.007
H -0.6496 2.9870 1.6446  0.006
C 4.4495 1.0954 -0.7612  0.027
H 0.1861 -1.6486 -2.1712  0.020
H -3.0507 -0.1435 1.0478  0.005
H 0.6390 2.8930 0.6544  0.001
C 3.8585 0.9275 0.4892  -0.008
C 2.4977 0.6730 0.5666  0.056
H -1.5773 -1.1080 5.6717  0.000
C -1.5708 -1.1231 4.5823  0.003
C -2.5041 1.0241 -2.0176  0.044
N -0.3568 2.6915 0.7205  0.010
H -2.4526 1.5208 4.0755  0.000
Ti -0.3627 0.3998 0.2821  1.801
H -2.6528 -1.0715 -0.2274  0.011
H 4.1261 1.1448 -2.8790  0.000
S -0.4902 0.1715 3.9922  0.001
H -2.5728 -0.9724 4.1823  0.000
H -0.8008 4.5048 -0.3384  0.001
C -3.3380 0.8070 -0.7639  -0.013
O -0.2723 -1.8287 0.3032  -0.034
H 0.0155 -3.6843 -3.4766  0.000
H -4.3314 0.4502 -1.0492  0.001
H -3.4744 1.7458 -0.2274  -0.002
H 2.0835 0.5206 1.5668  -0.023
H 1.5593 -4.7952 -0.2106  0.000
H -1.5428 1.5389 5.6223  0.000
C 0.6086 -4.2573 -0.1907  0.002
H 4.4710 0.9867 1.3802  0.000
C 1.6555 0.5831 -0.5610  0.020
C 0.5835 -3.7791 -2.5516  0.005
C -0.1996 -4.4986 -1.4566  0.000
H -1.3687 3.3710 -2.4422  0.001
H -0.5034 0.9734 -2.3886  0.004
H 1.4892 -4.3421 -2.7837  0.000
H -1.1569 -2.0647 4.2282  -0.001
C 2.3033 0.7670 -1.7929  0.037
H 0.0975 -4.4707 0.7464  -0.001
C 3.6635 1.0135 -1.9087  -0.022
H -2.4765 0.0870 -2.5793  -0.002
C 0.9567 -2.4018 -1.9991  0.008
H -0.9412 2.4738 4.2395  0.000
N -2.6261 -0.1193 0.1277  0.042
O -0.6124 0.1334 2.4944  0.010
N -1.1144 1.3884 -1.6955  -0.029
C -1.4660 1.5677 4.5359  -0.001
C -1.0857 3.4499 -0.3110  0.021
H -0.3160 -5.5624 -1.6609  0.000
C -0.8125 2.8309 -1.6688  0.006
N 6.9895 1.5473 -0.9504  0.012

Summary:
Charge: +1
HOMO level (alpha / beta), eV: -8.49 / -10.96
Spin multiplicity: 3
⟨S²⟩: 2.01
Orbital gap (alpha / beta), eV: 6.124 / 8.576

***

no.,maximum force (eV Å⁻¹)
1,3.01
2,0.39